The following is a quantum chemistry calculation of C26H26F3N7PReS2Te as an isolated structure, from the OMol25 dataset.

Calculated values
Total charge: +1
ΔE to the lowest compared entry with this formula, charge and spin: 13.8 kcal/mol
HOMO level (spin up / spin down): -9.6 / -9.3 eV
Frontier orbital gap (spin up / spin down): 7.08 / 6.36 eV
LUMO (spin up / spin down): -2.51 / -2.94 eV
DFT total energy: -3173.18081 hartree
Spin multiplicity: 2

Element x y z (Å)
Re (-0.04873, 0.50301, 0.37919)
C (-4.38744, 1.32323, 3.78567)
N (-3.00259, 1.11884, 3.38483)
C (-1.92406, 1.08222, 4.22556)
C (-0.82402, 0.88831, 3.44644)
N (-1.22130, 0.81595, 2.14026)
C (-2.54314, 0.95411, 2.12199)
P (-3.56288, 0.96849, 0.62266)
C (-2.89482, -0.54457, -0.14033)
N (-1.60260, -0.84861, -0.27977)
C (-1.55036, -2.06847, -0.90000)
C (-2.82417, -2.51075, -1.11489)
N (-3.66315, -1.53565, -0.65477)
C (-5.11840, -1.58698, -0.70075)
C (-2.54860, 2.18125, -0.27699)
N (-1.23401, 2.07525, -0.44060)
C (-0.82788, 3.20575, -1.09901)
C (-1.90996, 4.00562, -1.32219)
N (-2.99390, 3.33967, -0.82860)
C (-4.36700, 3.82753, -0.84450)
H (-4.42141, 1.39742, 4.86867)
H (-4.77805, 2.24381, 3.35697)
H (-5.00443, 0.48476, 3.47052)
H (-2.02693, 1.19967, 5.29006)
H (0.20892, 0.82462, 3.74182)
H (-0.61156, -2.51260, -1.18107)
H (-3.19714, -3.40954, -1.57365)
H (-5.41068, -2.49610, -1.21742)
H (-5.53131, -1.60313, 0.30639)
H (-5.51182, -0.73027, -1.24422)
H (0.20640, 3.37513, -1.34442)
H (-1.99927, 4.96736, -1.79565)
H (-4.42335, 4.67508, -1.52108)
H (-5.03797, 3.04836, -1.19876)
H (-4.67077, 4.14698, 0.15123)
F (4.74578, 1.98067, 2.26003)
C (4.19829, 1.31293, 3.28811)
F (5.20452, 0.85274, 4.04587)
F (3.51696, 2.20384, 4.02803)
C (3.30904, 0.19511, 2.81319)
C (3.56398, -1.11435, 3.16700)
C (2.73906, -2.13509, 2.70527)
C (1.67382, -1.80069, 1.89797)
N (1.41846, -0.53042, 1.55834)
C (2.21007, 0.48170, 1.98870)
S (1.65649, 1.99815, 1.38416)
H (4.41242, -1.34025, 3.79802)
H (2.92535, -3.16712, 2.96275)
H (1.00300, -2.54714, 1.49627)
C (3.59417, 0.17835, -1.09001)
Te (1.53433, -0.02407, -1.60406)
C (2.03880, 1.37222, -3.14160)
C (3.50487, 1.14325, -3.38984)
C (4.10280, 1.48937, -4.59463)
C (5.45508, 1.26272, -4.79269)
C (6.21617, 0.68262, -3.78699)
C (5.62300, 0.32325, -2.58739)
C (4.26936, 0.55588, -2.37824)
H (3.95158, -0.76539, -0.68058)
H (3.65232, 0.96222, -0.33303)
H (1.83461, 2.37142, -2.75124)
H (1.41702, 1.18590, -4.01500)
H (3.50500, 1.92805, -5.38444)
H (5.91336, 1.52890, -5.73550)
H (7.27012, 0.49600, -3.94317)
H (6.21330, -0.14444, -1.80914)
S (1.45695, -2.00274, -2.68221)

Atomic partial charges in e from the Mulliken method, atoms 1 to 8: Re 0.6823; C -0.8352; N 0.1827; C -0.7087; C -0.3729; N 0.1772; C 0.1530; P -0.4299

---

The following is a quantum chemistry calculation of one molecule with the formula C4H5NS in a non-equilibrium geometry, from the OMol25 dataset.

Calculated values
Total charge: 0
ΔE to the lowest compared entry with this formula, charge and spin: 26.1 kcal/mol
HOMO level: -8.4 eV
Frontier orbital gap: 8.65 eV
Structure (SMILES): S=C1C=CCN1
LUMO: 0.23 eV
DFT total energy: -608.30905 hartree
Spin multiplicity: 1

Element x y z (Å)
C (-1.31227, -0.01972, -0.07352)
C (1.07253, -0.63167, 0.08264)
C (0.90289, 0.87033, 0.10422)
C (-0.43792, 1.14045, -0.14695)
H (-0.75469, -2.00982, -0.30414)
H (1.44098, -1.19091, 0.99943)
H (1.69375, -0.83647, -0.75250)
H (1.71178, 1.56160, 0.28743)
H (-1.04753, 2.09950, -0.18186)
N (-0.35851, -0.98067, -0.09609)
S (-2.91100, -0.00261, 0.08135)

Atomic partial charges in e from the Mulliken method, atoms 1 to 8: C 0.1863; C -0.3792; C -0.4480; C -0.2931; H 0.2697; H 0.2664; H 0.2461; H 0.3931

---

The following is a quantum chemistry calculation of C18H14Br40F9NO2S2Si as an isolated structure in a non-equilibrium geometry, from the OMol25 dataset.

Calculated values
Total charge: 0
ΔE to the lowest compared entry with this formula, charge and spin: 76.4 kcal/mol
HOMO level: -10.1 eV
Frontier orbital gap: 8.84 eV
LUMO: -1.29 eV
DFT total energy: -105844.48876 hartree
Spin multiplicity: 1

Element x y z (Å)
O (-4.55684, -4.15096, -1.26615)
S (-3.34013, -5.04886, -1.44621)
O (-3.92219, -6.45563, -1.34722)
Si (-2.68954, -4.83316, -3.46970)
Br (-2.00585, -2.77721, -4.11796)
N (-1.39649, -6.06088, -3.78483)
C (-0.33142, -5.48779, -4.21636)
S (1.20152, -4.85284, -4.29104)
C (-2.22402, -4.81421, -0.01534)
F (-2.03722, -6.09550, 0.58040)
F (-2.97868, -4.11706, 0.97679)
C (-0.81926, -4.12824, -0.09699)
F (-0.12173, -4.15096, -1.30618)
F (0.03681, -4.85606, 0.79195)
C (-0.68630, -2.62404, 0.47147)
F (0.68372, -2.29449, 0.23663)
F (-0.78765, -2.56833, 1.87933)
C (-1.51915, -1.51029, -0.29491)
F (-1.94359, -0.54460, 0.67040)
F (-0.69264, -0.78064, -1.17671)
F (-2.65942, -1.92264, -0.95191)
H (-3.80248, -5.22517, -4.35688)
C (1.64676, 0.81872, 1.52689)
Br (1.84345, 1.90559, -0.06714)
Br (3.30919, -0.04751, 2.01715)
Br (0.90120, 1.83339, 3.00182)
H (0.93478, 0.03133, 1.28965)
C (3.52405, 4.75983, 2.12058)
Br (3.70451, 5.84155, 0.52288)
Br (5.20081, 3.91907, 2.61278)
Br (2.76404, 5.76698, 3.59228)
H (2.82345, 3.96034, 1.88659)
C (-5.11423, -1.14037, -6.85701)
Br (-4.15451, 0.53303, -6.66539)
Br (-4.13897, -2.40916, -7.95198)
Br (-5.59398, -1.89506, -5.13747)
H (-6.04284, -0.91761, -7.37769)
C (0.18413, -9.81545, -4.53690)
Br (2.09683, -10.05585, -4.74137)
Br (-0.26935, -9.10869, -2.78937)
Br (-0.56298, -8.74052, -5.96750)
H (-0.27026, -10.80099, -4.60930)
C (6.59453, 8.42582, -1.29719)
Br (5.34195, 7.77118, -2.62634)
Br (5.79818, 9.78206, -0.16482)
Br (7.36516, 6.98285, -0.25867)
H (7.41150, 8.90058, -1.83626)
C (6.80259, -1.14750, 3.96402)
Br (6.83560, 0.59235, 3.10999)
Br (5.61576, -1.17407, 5.49647)
Br (6.38364, -2.55910, 2.70271)
H (7.80670, -1.33950, 4.33531)
C (-4.59288, -0.20697, 3.24226)
Br (-6.12283, -1.15764, 2.52578)
Br (-4.76901, 0.11214, 5.14821)
Br (-2.92672, -1.09741, 2.80967)
H (-4.56824, 0.76696, 2.75844)
C (7.73298, 4.54654, -4.26468)
Br (8.68579, 6.23098, -4.14468)
Br (8.70830, 3.24382, -5.31966)
Br (7.26436, 3.85464, -2.51612)
H (6.80007, 4.74535, -4.78783)
C (8.90547, 6.04712, -8.47798)
Br (10.71295, 6.69365, -8.20271)
Br (7.60424, 7.48351, -8.39523)
Br (8.74800, 5.02709, -10.11902)
H (8.68233, 5.36726, -7.65792)
C (9.33436, 10.46311, 2.63804)
Br (9.10000, 11.93247, 1.39471)
Br (7.65793, 9.56802, 3.01797)
Br (10.69328, 9.21884, 2.03478)
H (9.68681, 10.89083, 3.57382)
C (-7.43875, -7.31528, -0.63149)
Br (-7.28804, -8.61869, 0.79556)
Br (-8.24376, -8.07797, -2.22217)
Br (-8.36802, -5.71602, -0.05067)
H (-6.42650, -7.01630, -0.89840)
C (-7.77817, -0.32703, 7.52885)
Br (-7.62745, -1.58779, 8.99366)
Br (-8.58301, -1.13491, 5.96248)
Br (-8.70570, 1.28981, 8.06246)
H (-6.76685, -0.03713, 7.25301)
C (-12.35914, 1.94083, 10.17704)
Br (-13.60851, 1.30369, 8.83875)
Br (-13.15126, 3.29545, 11.31577)
Br (-11.60481, 0.48396, 11.20898)
H (-11.53638, 2.41336, 9.64505)

Atomic partial charges in e from the Mulliken method, atoms 1 to 8: O -0.6136; S 1.1982; O -0.7166; Si 0.2821; Br -0.1545; N 0.0425; C 0.1757; S -0.1321

---

The following is a quantum chemistry calculation of a 2-piece molecular cluster, C4H10NO overall in a non-equilibrium geometry, from the OMol25 dataset.

Calculated values
Total charge: +1
ΔE to the lowest compared entry with this formula, charge and spin: 109.2 kcal/mol
HOMO level: -14.2 eV
Frontier orbital gap: 8.11 eV
LUMO: -6.05 eV
DFT total energy: -287.98902 hartree
Spin multiplicity: 1

Element x y z (Å)
C (2.69230, 0.68902, -0.33109)
C (2.56796, -0.43509, 0.23958)
C (-2.16332, 0.03145, -0.17328)
C (-0.65442, -0.00522, 0.35113)
N (0.25107, -0.80673, -0.48253)
O (-0.17624, 1.30384, 0.31910)
H (3.62616, 1.21071, -0.12834)
H (1.76278, 1.17661, -0.74585)
H (2.55677, -1.32514, 0.75722)
H (-2.86354, -0.14419, 0.59075)
H (-2.14109, -0.79228, -0.82038)
H (-2.44178, 1.00349, -0.77043)
H (-0.70489, -0.39489, 1.42933)
H (-0.15207, -1.64413, -0.64984)
H (0.59858, -0.28034, -1.32978)
H (-0.71748, 1.91055, 0.86784)

Atomic partial charges in e from the Mulliken method, atoms 1 to 8: C -0.5607; C 0.2736; C -1.1251; C 0.3988; N -0.5272; O -0.5331; H 0.3158; H 0.2086

---

The following is a quantum chemistry calculation of C3H5FO as an isolated structure in a non-equilibrium geometry, from the OMol25 dataset.

Calculated values
Total charge: 0
ΔE to the lowest compared entry with this formula, charge and spin: 58.3 kcal/mol
HOMO level: -10.3 eV
Frontier orbital gap: 11.26 eV
LUMO: 1.01 eV
DFT total energy: -292.30339 hartree
Spin multiplicity: 1

Element x y z (Å)
C (-1.34737, 0.97286, -0.46901)
C (-1.03244, -0.31767, 0.09955)
C (0.82581, -0.78931, 0.38464)
O (-1.49146, 0.69641, 0.90076)
F (-1.83079, -1.42472, -0.06573)
H (-0.45384, 1.57238, -0.94492)
H (-2.26180, 1.08578, -1.03550)
H (0.59236, -1.87298, 0.52826)
H (0.89536, -0.42141, 1.39295)
H (1.57058, -0.50891, -0.35783)

Atomic partial charges in e from the Mulliken method, atoms 1 to 8: C -0.4753; C 0.6432; C -0.9146; O -0.3867; F -0.2585; H 0.1975; H 0.2768; H 0.2800

---

The following is a quantum chemistry calculation of one molecule with the formula C4H6N2O in a non-equilibrium geometry, from the OMol25 dataset.

Calculated values
Total charge: 0
ΔE to the lowest compared entry with this formula, charge and spin: 100.9 kcal/mol
HOMO level: -9.6 eV
Frontier orbital gap: 9.16 eV
Structure (SMILES): C=C1N=N[C@]1(C)O
LUMO: -0.40 eV
DFT total energy: -340.63417 hartree
Spin multiplicity: 1

Element x y z (Å)
C (-1.57546, -0.51403, 0.53836)
C (-0.61248, 0.18329, -0.37559)
C (2.11027, -0.02771, 0.63616)
O (-0.95068, 1.52918, -0.51513)
N (-0.28728, -0.50884, -1.57335)
N (0.99467, -0.44898, -1.55081)
C (1.16030, 0.03165, -0.28385)
H (-0.39343, 1.87975, -1.22684)
H (-2.60303, -0.37768, 0.18585)
H (-1.51398, -0.08480, 1.54148)
H (-1.36186, -1.58266, 0.59412)
H (2.02303, 0.53417, 1.55778)
H (3.00994, -0.61334, 0.47180)

Atomic partial charges in e from the Mulliken method, atoms 1 to 8: C -1.2214; C 1.0851; C -0.8275; O -0.4933; N -0.3365; N -0.2982; C 0.1951; H 0.3852

---

Q: Which value of spin multiplicity does entry 1 give?
A: 2